(1)
Below is 3 unconnected molecules or ions with the total composition C17H31Br2O10PS2 at a distorted geometry, with properties calculated with ωB97M-V/def2-TZVPD.

SMILES: Cc1cccc(CO[P@](=O)(O)O[C@@H](Br)[C@@H](C)Br)c1.CCOS(C)(=O)=O.CCOS(C)(=O)=O
Kohn-Sham gap: 9.73 eV

ORCA input file:
```
! RIJCOSX wB97M-V def2-TZVPD def2/J DEFGRID3
* xyz 0 1
C -0.49 0.93 -4.97
C 0.66 0.46 -4.13
C 1.25 -0.80 -4.33
C 2.29 -1.23 -3.52
C 2.79 -0.42 -2.49
C 2.21 0.84 -2.28
C 2.72 1.71 -1.18
O 2.17 1.35 0.12
P 0.85 2.00 0.69
O 0.67 1.68 2.10
O -0.37 1.54 -0.19
O 1.06 3.59 0.49
C 0.54 4.30 -0.60
Br -1.34 4.74 -0.24
C 1.32 5.61 -0.78
C 2.74 5.55 -0.25
Br 1.26 6.05 -2.67
C 1.17 1.27 -3.11
H -0.36 0.62 -6.00
H -0.57 2.01 -4.92
H -1.41 0.51 -4.59
H 0.87 -1.42 -5.12
H 2.73 -2.20 -3.66
H 3.58 -0.78 -1.87
H 2.56 2.76 -1.39
H 3.78 1.57 -1.06
H -0.47 1.94 -1.06
H 0.56 3.74 -1.51
H 0.79 6.38 -0.26
H 3.36 6.26 -0.78
H 3.19 4.57 -0.34
H 2.73 5.83 0.79
H 0.76 2.26 -2.96
C -2.29 0.34 2.41
C -2.01 -0.12 3.82
O -3.18 -0.67 4.49
S -3.62 -2.14 4.10
C -4.73 -2.40 5.44
O -2.49 -3.01 4.23
O -4.36 -2.12 2.88
H -2.51 -0.50 1.75
H -1.40 0.86 2.04
H -3.15 1.01 2.38
H -1.20 -0.85 3.86
H -1.72 0.72 4.44
H -4.16 -2.39 6.37
H -5.19 -3.37 5.29
H -5.48 -1.62 5.43
C -1.99 -3.68 0.07
C -0.86 -2.91 0.72
O 0.34 -3.71 0.89
S 1.24 -3.99 -0.38
C 2.66 -4.57 0.48
O 1.53 -2.74 -1.02
O 0.68 -5.06 -1.14
H -1.76 -3.94 -0.96
H -2.89 -3.08 0.09
H -2.17 -4.61 0.61
H -0.60 -2.01 0.15
H -1.13 -2.60 1.72
H 3.06 -3.76 1.08
H 3.38 -4.88 -0.27
H 2.37 -5.41 1.10
*
```

(2)
Below is a molecular structure, C17H31BrClFO4SSr at a distorted geometry, with properties calculated with ωB97M-V/def2-TZVPD.

Kohn-Sham gap: 4.70 eV
energy relative to the best compared isomer or geometry (same formula, charge and spin): 53.8 kcal per mole

ORCA input file:
```
! RIJCOSX wB97M-V def2-TZVPD def2/J DEFGRID3
* xyz 2 1
C 5.06 -1.27 2.23
O 5.69 -1.35 0.95
C 4.87 -0.78 -0.07
C 4.95 0.79 -0.11
C 3.78 1.51 0.70
C 2.62 2.02 -0.23
C 1.27 1.16 -0.09
C 0.43 1.45 -1.38
C -0.92 0.65 -1.48
C -1.94 0.93 -0.32
C -1.89 2.43 0.18
C -3.05 2.66 1.23
C -2.55 3.47 2.50
Br -1.15 2.41 3.40
O -3.35 0.68 -0.65
S -3.56 -0.58 -1.65
O -4.80 -1.31 -1.22
O -3.91 0.03 -3.04
C -2.08 -1.64 -1.91
C -2.22 -3.09 -1.30
C -2.71 -3.13 0.20
C -2.03 -4.33 0.97
Cl -2.42 -4.19 2.75
C -0.70 -0.93 -1.50
F -0.26 -1.42 -0.29
H 3.95 -1.26 2.11
H 5.35 -2.13 2.88
H 5.34 -0.32 2.76
H 5.26 -1.21 -1.03
H 3.80 -1.11 0.00
H 5.03 1.17 -1.16
H 5.92 1.07 0.39
H 4.26 2.42 1.14
H 3.46 0.83 1.51
H 2.95 1.83 -1.29
H 2.42 3.12 -0.17
H 0.81 1.50 0.87
H 1.63 0.10 0.00
H 1.02 1.20 -2.29
H 0.23 2.55 -1.45
H -1.33 0.87 -2.51
H -1.71 0.31 0.59
H -0.90 2.70 0.60
H -2.16 3.04 -0.72
H -3.44 1.69 1.65
H -3.92 3.20 0.77
H -3.42 3.51 3.20
H -2.22 4.50 2.23
H -1.99 -1.78 -3.02
H -1.30 -3.70 -1.45
H -3.02 -3.59 -1.92
H -2.41 -2.18 0.72
H -3.82 -3.22 0.26
H -2.41 -5.28 0.55
H -0.92 -4.33 0.81
H 0.09 -1.15 -2.26
Sr -5.66 -0.48 -3.64
*
```

(3)
Below is a molecular structure, C17H31Cl3MoO2P2 at a distorted geometry, with properties calculated with ωB97M-V/def2-TZVPD.

Kohn-Sham gap (spin up / spin down): 5.58 / 5.68 eV
energy relative to the best compared isomer or geometry (same formula, charge and spin): 206.4 kcal per mole

ORCA input file:
```
! RIJCOSX wB97M-V def2-TZVPD def2/J DEFGRID3
* xyz 2 3
P -0.01 -0.89 -0.61
P 1.96 -0.73 1.50
C 1.39 -2.42 -0.65
C 1.64 -2.60 0.80
H 2.14 -2.05 -1.37
H 0.99 -3.32 -1.09
H 0.75 -2.97 1.37
H 2.55 -3.17 1.06
C 3.41 -0.35 0.44
H 3.84 0.60 0.79
H 3.21 -0.21 -0.61
H 4.18 -1.11 0.55
C 2.51 -1.38 3.10
H 2.88 -2.40 3.06
H 1.74 -1.30 3.86
H 3.32 -0.72 3.44
C -0.45 -2.02 -2.36
H -1.34 -2.67 -2.32
H 0.40 -2.62 -2.74
H -0.67 -1.30 -3.24
C -1.29 -2.09 0.07
H -1.45 -1.86 1.12
H -1.07 -3.15 -0.10
H -2.17 -1.88 -0.54
Mo 0.61 0.87 1.28
C -0.11 0.03 -3.76
C -0.67 1.21 -3.79
C -1.31 2.13 -2.80
C -2.85 1.96 -2.54
C -3.32 0.55 -2.51
C -3.81 -0.08 -1.42
C -3.30 0.19 0.03
C -2.00 0.88 0.22
C -0.29 0.70 3.13
H 0.90 -0.32 -3.46
H -0.77 1.71 -4.77
H -1.21 3.20 -3.09
H -0.78 2.16 -1.84
H -3.20 2.46 -1.62
H -3.34 2.52 -3.35
H -3.24 0.04 -3.46
H -4.56 -0.91 -1.41
H -3.30 -0.70 0.69
H -4.14 0.83 0.40
H -1.75 1.32 -0.73
H -2.11 1.67 0.95
H 0.45 0.59 3.93
H -1.03 -0.12 3.16
H -0.85 1.63 3.33
Cl 3.06 3.10 1.13
C 2.12 2.44 2.50
Cl 1.23 3.75 3.28
Cl 0.15 2.89 0.13
C 3.41 2.07 3.44
O 3.74 2.95 4.22
O 3.85 0.90 3.19
*
```

(4)
Below is a molecular structure, C17H31Cl3O2P2Pd at a distorted geometry, with properties calculated with ωB97M-V/def2-TZVPD.

Kohn-Sham gap (spin up / spin down): 8.09 / 6.02 eV
energy relative to the best compared isomer or geometry (same formula, charge and spin): 0.0 kcal per mole

ORCA input file:
```
! RIJCOSX wB97M-V def2-TZVPD def2/J DEFGRID3
* xyz 2 5
P -0.23 -1.86 -5.16
P 0.12 2.34 -5.36
C -0.50 -0.46 -6.36
C 0.39 0.83 -6.41
H -1.56 -0.17 -6.37
H -0.35 -0.94 -7.35
H 1.46 0.56 -6.38
H 0.23 1.25 -7.43
C -1.46 3.12 -5.74
H -1.73 3.81 -4.93
H -2.26 2.37 -5.83
H -1.39 3.69 -6.68
C 1.46 3.50 -5.72
H 1.24 4.03 -6.66
H 2.41 2.96 -5.81
H 1.53 4.23 -4.91
C -1.43 -3.08 -5.77
H -1.51 -3.91 -5.06
H -1.06 -3.47 -6.73
H -2.41 -2.62 -5.91
C 1.38 -2.54 -5.65
H 2.12 -1.76 -5.87
H 1.24 -3.14 -6.57
H 1.79 -3.20 -4.88
Pd 0.89 -0.54 -0.52
C 0.16 2.20 -3.58
C -1.08 1.60 -3.05
C -1.83 0.54 -3.64
C -1.76 -0.86 -2.95
C -0.50 -1.66 -3.37
C 0.77 -1.09 -2.67
C 1.50 -0.01 -3.43
C 1.44 1.47 -3.03
C 0.21 -1.91 0.70
H 0.27 3.21 -3.15
H -1.20 1.73 -1.98
H -1.39 0.42 -4.64
H -2.88 0.84 -3.81
H -1.69 -0.74 -1.86
H -2.67 -1.44 -3.19
H -0.63 -2.69 -3.01
H 1.44 -1.96 -2.43
H 1.17 -0.03 -4.48
H 2.57 -0.28 -3.41
H 1.44 1.56 -1.92
H 2.36 1.97 -3.41
H 1.05 -1.82 1.42
H 0.23 -2.87 0.15
H -0.75 -1.66 1.15
Cl -1.04 1.05 3.43
C -0.87 2.31 2.18
Cl -2.36 3.23 2.04
Cl 0.47 3.41 2.57
C -0.54 1.50 0.83
O -1.49 1.14 0.12
O 0.72 1.30 0.68
*
```